{
  "formula": "C9H18N2O",
  "method": "ωB97M-V/def2-TZVPD",
  "e_tot_ha": -538.3764,
  "charge": 0,
  "de_lowest_kj_mol": 179.1,
  "smiles": "CN1CCC2(CC1)C[C@@H](N)CO2",
  "homo_lumo_gap_ev": 9.191,
  "symbols": ["C", "N", "C", "C", "C", "C", "C", "C", "C", "N", "C", "O", "H", "H", "H", "H", "H", "H", "H", "H", "H", "H", "H", "H", "H", "H", "H", "H", "H", "H"],
  "coordinates": [[3.136, -0.045, -0.913], [2.500, 0.346, 0.354], [1.561, 1.449, 0.273], [0.414, 0.935, -0.618], [-0.291, -0.275, 0.031], [0.776, -1.308, 0.295], [1.850, -0.736, 1.144], [-1.399, 0.158, 1.054], [-2.768, 0.000, 0.397], [-3.317, 1.258, -0.060], [-2.335, -1.204, -0.480], [-1.174, -0.787, -1.035], [2.517, -0.565, -1.664], [3.497, 0.926, -1.282], [4.152, -0.614, -0.827], [1.188, 1.932, 1.239], [1.951, 2.371, -0.335], [-0.333, 1.698, -0.996], [0.682, 0.329, -1.517], [0.324, -2.201, 0.586], [1.269, -1.571, -0.631], [1.334, -0.216, 1.891], [2.722, -1.460, 1.349], [-1.312, 1.183, 1.263], [-1.361, -0.464, 1.941], [-3.619, -0.224, 1.083], [-2.644, 1.463, -0.857], [-4.171, 1.092, -0.582], [-2.164, -2.037, 0.168], [-2.987, -1.435, -1.272]],
  "forces_ev_per_angstrom": [[1.8452, 0.6208, 0.4333], [0.7724, -0.1456, 1.2906], [-0.4066, 2.0502, -2.9150], [-1.8964, -0.6851, -0.4161], [-2.2658, 1.4515, -1.3328], [-0.1703, 0.1501, -0.6521], [2.6148, -0.5510, -1.9397], [0.6160, -0.9059, 0.4597], [-1.3710, -1.7475, 1.9322], [2.4469, 0.4795, -3.4265], [-1.5057, 1.5268, 0.5536], [2.7616, 0.3527, -1.1634], [0.2163, 0.2915, 0.2130], [-0.3287, -0.3393, -0.5570], [-1.9859, 0.5572, 0.5168], [0.6645, -1.2680, -0.9077], [0.0504, -1.6467, 1.2319], [0.7511, -0.6656, 0.7577], [0.8434, 1.4980, 0.1238], [-0.6887, -1.6516, 1.1549], [-0.4007, -0.0385, -0.5503], [0.1498, 0.2754, 2.2874], [-1.7513, 0.8806, 0.5344], [0.5372, 1.3843, 0.8678], [0.0389, 0.1538, 0.3917], [1.1846, -1.0571, 0.3014], [-1.0388, 0.6618, 0.9480], [-0.3177, -0.1370, 0.2261], [-0.2817, -0.9373, 0.6018], [-1.0837, -0.5582, -0.9655]],
  "nbo_charge": [-0.437, -0.459, -0.242, -0.446, 0.293, -0.460, -0.218, -0.467, -0.069, -0.804, -0.077, -0.557, 0.174, 0.214, 0.208, 0.215, 0.205, 0.207, 0.222, 0.213, 0.211, 0.198, 0.212, 0.225, 0.217, 0.189, 0.337, 0.354, 0.154, 0.188]
}